Entry from the Open Molecules 2025 dataset: a molecular structure, C40H45AuN3OP2S2 (ωB97M-V/def2-TZVPD).

Each line ends with the Mulliken charge.
Cartesian coordinates (Å):
Au1 -0.6133 -1.2122 0.8384  0.982
C1 5.3222 -1.1409 -0.4854  -1.310
S1 4.7699 0.4475 0.1639  0.157
C2 4.4080 0.0604 1.8843  -0.175
C3 3.9683 1.3301 2.5636  -1.041
C4 2.8043 2.0265 1.8042  -1.619
N1 1.8836 1.1228 0.9923  1.096
P1 0.5363 0.4125 1.8807  0.377
C5 1.2167 -0.2206 3.4318  0.579
C6 1.2482 0.5508 4.5942  -0.658
C7 1.8118 0.0341 5.7522  -0.644
C8 2.3448 -1.2487 5.7564  -0.738
C9 2.2917 -2.0324 4.6087  -0.862
C10 1.7191 -1.5262 3.4526  -0.780
C11 -0.4268 1.8579 2.3343  1.384
C12 -0.1866 3.1538 1.8940  -0.417
C13 -1.0048 4.1862 2.3249  -0.681
C14 -2.0670 3.9238 3.1792  -0.787
C15 -2.3177 2.6263 3.6082  -0.775
C16 -1.5028 1.5901 3.1840  -1.102
P2 2.5747 0.7554 -0.4812  1.273
C17 1.6620 -0.4283 -1.4419  1.947
C18 2.3751 -1.3813 -2.1803  -1.287
C19 1.7081 -2.1886 -3.0854  -0.903
C20 0.3379 -2.0396 -3.2560  -0.834
C21 -0.3678 -1.0966 -2.5169  -0.929
C22 0.2785 -0.2857 -1.5998  -1.185
C23 2.8946 2.2408 -1.4536  1.449
C24 4.0459 3.0224 -1.2758  -0.386
C25 4.2841 4.1112 -2.0971  -1.024
C26 3.3954 4.4131 -3.1194  -0.640
C27 2.2603 3.6331 -3.3080  -0.765
C28 2.0088 2.5422 -2.4944  -1.176
H1 5.4716 -1.0438 -1.5578  0.507
H2 4.6213 -1.9391 -0.2483  0.466
H3 6.2847 -1.3083 0.0014  0.514
H4 5.2735 -0.4141 2.3478  0.746
H5 3.5902 -0.6547 1.8680  -0.319
H6 4.7783 2.0577 2.6488  0.463
H7 3.6933 1.0462 3.5777  0.351
H8 3.2042 2.7529 1.0988  0.910
H9 2.2210 2.5969 2.5230  0.734
H10 0.8384 1.5533 4.5985  0.385
H11 1.8325 0.6317 6.6543  0.472
H12 2.7860 -1.6458 6.6616  0.463
H13 2.6789 -3.0435 4.6260  0.539
H14 1.6388 -2.1522 2.5666  0.590
H15 0.6227 3.3654 1.2054  0.266
H16 -0.8128 5.1985 1.9941  0.491
H17 -2.7052 4.7334 3.5080  0.437
H18 -3.1483 2.4240 4.2716  0.478
H19 -1.6977 0.5756 3.5186  0.531
H20 3.4417 -1.4762 -2.0793  0.251
H21 2.2563 -2.9158 -3.6689  0.512
H22 -0.1820 -2.6508 -3.9829  0.496
H23 -1.4357 -0.9823 -2.6558  0.559
H24 -0.2848 0.4821 -1.0698  1.103
H25 4.7720 2.7934 -0.5055  0.411
H26 5.1735 4.7092 -1.9501  0.468
H27 3.6018 5.2389 -3.7877  0.448
H28 1.5752 3.8583 -4.1153  0.515
H29 1.1405 1.9310 -2.6920  0.719
C29 -3.1580 -4.8748 -0.1219  -1.182
S2 -1.6361 -4.0398 -0.5190  0.436
O1 -1.8977 -2.5949 -0.0456  -0.581
C30 -0.5247 -4.7647 0.6650  0.529
C31 -0.8178 -4.7387 2.0254  -0.095
C32 0.0860 -5.2936 2.9159  -0.944
C33 1.2701 -5.8563 2.4464  -0.514
C34 1.5589 -5.8623 1.0891  -0.736
C35 0.6587 -5.3087 0.1867  -0.352
H30 -3.3503 -4.8393 0.9469  0.363
H31 -3.0617 -5.9041 -0.4703  0.434
H32 -3.9496 -4.3683 -0.6718  0.447
H33 -1.7423 -4.3072 2.3895  0.336
H34 -0.1458 -5.3075 3.9727  0.469
H35 1.9653 -6.3075 3.1436  0.495
H36 2.4673 -6.3266 0.7277  0.477
H37 0.8599 -5.3252 -0.8786  0.484
C36 -2.5539 5.2707 -2.2264  -1.331
C37 -2.5351 3.9753 -1.4855  0.539
C38 -3.5477 3.2215 -0.9465  -1.223
C39 -2.9271 2.0884 -0.3857  0.520
N2 -1.6125 2.1249 -0.5572  0.089
N3 -1.4002 3.2896 -1.2244  0.118
C40 -3.5785 0.9313 0.3053  -0.947
H38 -3.2754 5.9516 -1.7798  0.364
H39 -2.8647 5.1202 -3.2613  0.284
H40 -1.5760 5.7525 -2.2317  0.343
H41 -4.6005 3.4518 -0.9630  0.502
H42 -0.4746 3.5351 -1.5233  0.076
H43 -4.6424 1.1144 0.4366  0.399
H44 -3.1336 0.7625 1.2884  0.036
H45 -3.4642 0.0144 -0.2787  0.125

## Properties
Total energy (a.u.): -3404.6246
LUMO (eV): -9.206
HOMO (eV): -15.14
Max |F| (eV/A): 1.70
Total charge: +3

---

Entry from the Open Molecules 2025 dataset: 10 unconnected molecules or ions with the total composition C40H45Br10N5O10 (ωB97M-V/def2-TZVPD).

Each line ends with the Mulliken charge.
Cartesian coordinates (Å):
O1 -3.8690 13.0077 0.2132  -0.505
N1 -3.2828 13.1705 1.2569  1.003
O2 -2.6520 14.1823 1.5053  -0.422
C1 -3.3547 12.1286 2.2567  -0.211
C2 -4.0450 10.9529 1.9887  -0.329
C3 -3.9360 9.8644 2.8124  -0.801
C4 -3.2660 10.0364 4.0463  -0.481
C5 -2.6337 11.2367 4.3706  -0.461
C6 -2.7319 12.3060 3.4751  0.306
H1 -4.4705 10.8806 0.9938  0.477
H2 -4.2583 8.8602 2.5835  0.426
H3 -3.2325 9.2239 4.7598  0.381
H4 -2.0084 11.2942 5.2486  0.420
H5 -2.1966 13.2417 3.5869  0.244
O3 -6.8535 14.5185 4.1320  -0.632
N2 -7.9304 14.1697 3.7121  1.113
O4 -8.9936 14.4880 4.1996  -0.606
C7 -7.9764 13.4542 2.4487  -0.099
C8 -9.0687 12.6589 2.1938  -0.579
C9 -9.1349 11.9939 0.9829  -0.471
C10 -8.1286 12.1415 0.0636  -0.935
C11 -7.1000 13.0744 0.2484  -0.432
C12 -7.0078 13.7167 1.4776  0.343
H6 -9.8967 12.5567 2.8809  0.437
H7 -9.9306 11.2793 0.8156  0.434
H8 -8.2100 11.6892 -0.9183  0.400
H9 -6.2970 13.2357 -0.4557  0.406
H10 -6.1720 14.3657 1.6966  0.590
O5 -3.2779 17.5722 -3.3709  -0.444
N3 -2.8992 18.6524 -2.9752  1.037
O6 -1.8342 18.8398 -2.4358  -0.584
C13 -3.7626 19.8242 -3.1780  -0.023
C14 -5.0467 19.7082 -3.6979  0.204
C15 -5.7466 20.8420 -4.0573  -0.615
C16 -5.1743 22.1140 -3.9082  -0.410
C17 -3.9040 22.2509 -3.3926  -0.689
C18 -3.1878 21.0839 -3.1537  -0.159
H11 -5.4127 18.7243 -3.9548  0.062
H12 -6.7372 20.7469 -4.4790  0.439
H13 -5.7507 22.9674 -4.2423  0.407
H14 -3.4859 23.2471 -3.4071  0.448
H15 -2.1290 21.1872 -2.9420  0.355
O7 -9.7041 14.8248 -1.2331  -0.628
N4 -9.8561 15.4297 -0.1914  1.210
O8 -9.2080 16.4012 0.1260  -0.620
C19 -10.9468 15.0021 0.6773  0.084
C20 -11.9289 14.1834 0.1673  -0.321
C21 -13.0261 13.8567 0.9291  -0.559
C22 -13.0548 14.1141 2.2939  -0.507
C23 -12.0516 14.9433 2.8084  -0.507
C24 -11.0276 15.4158 2.0043  -0.183
H16 -11.8960 13.7558 -0.8250  0.448
H17 -13.7982 13.2313 0.4975  0.338
H18 -13.8377 13.8045 2.9720  0.441
H19 -12.0863 15.2318 3.8498  0.378
H20 -10.3551 16.0305 2.5878  0.415
O9 -4.6129 17.5731 4.1744  -0.640
N5 -3.4354 17.6095 3.8725  1.074
O10 -2.9810 18.4663 3.1262  -0.533
C25 -2.5834 16.5047 4.3212  0.136
C26 -1.2589 16.4690 3.8957  -0.501
C27 -0.4439 15.4418 4.3696  -0.451
C28 -0.9737 14.4612 5.1831  -0.688
C29 -2.2840 14.5736 5.6172  -0.371
C30 -3.1192 15.5830 5.2047  -0.434
H21 -0.7561 17.2823 3.3899  0.659
H22 0.5837 15.4241 4.0327  0.418
H23 -0.3488 13.6494 5.5328  0.387
H24 -2.7265 13.8679 6.3118  0.387
H25 -4.1266 15.6303 5.5883  0.480
Br1 -8.1454 19.6789 2.3596  -0.142
C31 -7.1445 21.3930 2.4449  -0.467
C32 -6.0707 21.2687 3.4825  -0.253
Br2 -5.2580 22.9982 3.9323  -0.173
H26 -7.8878 22.0842 2.8373  0.424
H27 -6.8665 21.6202 1.4248  0.209
H28 -5.2644 20.6139 3.1580  -0.073
H29 -6.3596 20.8552 4.4435  0.471
Br3 -4.1171 22.7941 0.3538  -0.109
C33 -2.6390 21.4804 0.4902  0.201
C34 -1.6337 21.8122 1.5738  -0.519
Br4 -0.9885 23.6911 1.4538  -0.194
H30 -2.1043 21.5521 -0.4530  0.267
H31 -3.1535 20.5363 0.6189  -0.358
H32 -0.7528 21.1792 1.5247  0.353
H33 -2.0711 21.7608 2.5667  0.340
Br5 -4.4034 12.4600 -4.7088  -0.191
C35 -5.5312 13.9999 -5.1977  -0.681
C36 -4.7821 15.3273 -5.1153  -0.152
Br6 -6.0038 16.6927 -5.8153  -0.161
H34 -6.4333 14.0549 -4.5933  0.402
H35 -5.8679 13.8630 -6.2222  0.439
H36 -3.9151 15.3807 -5.7649  0.430
H37 -4.4926 15.6041 -4.1043  -0.142
Br7 -5.4404 19.3252 -0.0148  -0.104
C37 -5.7166 17.5670 0.9008  -0.382
C38 -4.5423 16.6968 0.5079  0.046
Br8 -4.7550 15.8737 -1.2601  -0.066
H38 -6.6921 17.2605 0.5308  0.330
H39 -5.8198 17.8059 1.9560  0.252
H40 -4.4976 15.8217 1.1507  -0.574
H41 -3.6350 17.2913 0.4822  0.674
Br9 -1.1845 13.9593 -1.8180  -0.189
C39 -1.0605 15.8413 -1.2217  0.175
C40 0.1326 16.0305 -0.3228  -0.406
Br10 -0.0333 17.7215 0.5946  -0.169
H42 -1.9805 16.0480 -0.6872  -0.645
H43 -1.0012 16.4114 -2.1389  0.483
H44 1.0681 15.9550 -0.8755  0.434
H45 0.2081 15.2278 0.4095  0.265

## Properties
Total energy (a.u.): -28317.0901
LUMO (eV): -0.851
HOMO (eV): -9.33
Structure (SMILES): O=[N+]([O-])c1ccccc1.O=[N+]([O-])c1ccccc1.O=[N+]([O-])c1ccccc1.O=[N+]([O-])c1ccccc1.O=[N+]([O-])c1ccccc1.BrCCBr.BrCCBr.BrCCBr.BrCCBr.BrCCBr
Max |F| (eV/A): 1.98

---

Entry from the Open Molecules 2025 dataset: a molecular structure, C40H45BrCaF4N2OPSi (ωB97M-V/def2-TZVPD).

Each line ends with the Mulliken charge.
Cartesian coordinates (Å):
Ca1 -0.9082 -0.2813 -0.1753  0.807
C1 1.8312 -5.2651 2.5223  -1.715
C2 1.1103 -3.9335 2.2967  0.924
C3 1.2715 -3.0212 3.5086  -1.237
C4 1.5864 -3.2869 1.0130  0.085
C5 0.9376 -3.5542 -0.1848  -0.506
C6 1.3841 -3.0089 -1.3833  -0.648
C7 2.4834 -2.1567 -1.4164  1.152
C8 2.9571 -1.5164 -2.6919  -1.637
C9 3.1315 -1.8874 -0.2108  -0.940
C10 2.6990 -2.4483 0.9789  0.264
H1 1.4765 -5.7512 3.4342  0.427
H2 2.9065 -5.0974 2.6219  0.342
H3 1.6731 -5.9467 1.6853  0.407
H4 0.0445 -4.1454 2.1704  -0.153
H5 2.3161 -2.9336 3.8163  0.223
H6 0.7078 -3.4082 4.3601  0.561
H7 0.9148 -2.0151 3.2879  -0.162
H8 0.0602 -4.1909 -0.1850  0.317
H9 0.8564 -3.2557 -2.2976  0.257
H10 2.5513 -2.0264 -3.5660  0.380
H11 4.0459 -1.5333 -2.7573  0.477
H12 2.6470 -0.4703 -2.7375  0.170
H13 3.9878 -1.2215 -0.2073  0.381
H14 3.2313 -2.2197 1.8926  0.546
F1 3.1185 6.8288 2.9397  -0.322
C11 2.6192 5.5850 2.8813  0.460
C12 2.3552 4.9184 4.0686  0.318
F2 2.6421 5.5079 5.2410  -0.328
C13 1.8201 3.6443 4.0374  0.254
F3 1.6242 3.0428 5.2255  -0.438
C14 1.5091 3.0334 2.8227  0.579
P1 0.8640 1.2956 2.7562  1.202
C15 2.3217 0.5016 3.5561  1.009
C16 2.4547 0.1547 4.8974  -0.195
C17 3.6468 -0.3751 5.3709  -0.754
C18 4.7301 -0.5368 4.5178  -0.580
C19 4.6153 -0.1667 3.1849  -0.520
C20 3.4162 0.3393 2.7062  -1.045
C21 -0.4271 1.3444 4.0613  0.695
C22 -1.1666 2.5070 4.2732  -0.612
C23 -2.2196 2.5269 5.1744  -0.879
C24 -2.5650 1.3800 5.8740  -0.636
C25 -1.8597 0.2071 5.6482  -0.532
C26 -0.8070 0.1895 4.7454  -0.346
C27 1.8212 3.6989 1.6539  -1.441
Br1 1.5049 2.4278 -0.4679  -0.416
C28 2.3592 4.9535 1.6785  0.470
F4 2.6647 5.6295 0.5496  -0.342
H15 1.6307 0.3067 5.5815  0.456
H16 3.7310 -0.6528 6.4144  0.427
H17 5.6656 -0.9306 4.8956  0.367
H18 5.4572 -0.2795 2.5125  0.422
H19 3.3224 0.6268 1.6628  0.372
H20 -0.9135 3.4099 3.7311  0.439
H21 -2.7748 3.4447 5.3239  0.393
H22 -3.3838 1.3969 6.5822  0.357
H23 -2.1331 -0.7021 6.1694  0.433
H24 -0.2770 -0.7401 4.5766  -0.011
C29 0.1198 0.4120 -4.0286  -1.217
C30 -0.8237 1.3806 -3.3713  0.077
C31 -1.3725 2.4321 -4.0835  -0.740
C32 -2.2287 3.2992 -3.4043  -0.711
C33 -2.5296 3.0886 -2.0829  -0.514
C34 -1.9626 1.9808 -1.4035  0.374
N1 -1.0887 1.1740 -2.0831  0.466
N2 -2.2170 1.6156 -0.1366  0.311
Si1 -3.5873 2.0251 0.8022  -0.262
C35 -3.5715 3.7862 1.4682  -0.946
C36 -3.6217 0.8247 2.2527  -0.541
C37 -5.1710 1.7618 -0.1820  -1.072
H25 -0.2711 0.0767 -4.9907  0.437
H26 0.2735 -0.4601 -3.3936  -0.058
H27 1.0894 0.8832 -4.2034  0.371
H28 -1.1307 2.5743 -5.1279  0.444
H29 -2.6644 4.1452 -3.9245  0.391
H30 -3.1907 3.7564 -1.5476  0.340
H31 -2.6273 3.9898 1.9790  0.138
H32 -4.3830 3.9279 2.1882  0.348
H33 -3.6863 4.5316 0.6784  0.368
H34 -2.6311 0.4045 2.4504  -0.175
H35 -4.3013 -0.0058 2.0463  0.414
H36 -3.9417 1.3023 3.1809  0.262
H37 -5.1884 2.3693 -1.0898  0.331
H38 -6.0650 1.9995 0.4007  0.379
H39 -5.2227 0.7126 -0.4856  0.221
C38 -3.4285 -1.5493 -2.4435  -0.426
O1 -3.5782 -1.9902 -1.1165  -0.306
C39 -2.3649 -2.2540 -0.4469  -0.198
C40 -2.7924 -3.0043 0.7944  -0.261
H40 -3.0778 -2.3636 -3.0885  0.301
H41 -2.7178 -0.7205 -2.5227  0.047
H42 -4.4036 -1.2070 -2.7945  0.252
H43 -3.4625 -3.8443 0.5577  0.301
H44 -3.3446 -2.3661 1.5038  0.127
H45 -1.9260 -3.4079 1.3292  -0.253

## Properties
Total energy (a.u.): -6017.9811
LUMO (spin up / spin down) (eV): 2.452 / 2.381
HOMO (spin up / spin down) (eV): -3.90 / -3.07
Max |F| (eV/A): 0.78
Total charge: -1

---

- Look up the total energy of the first one.
  -3404.6246 a.u.